(1)
{"formula": "C23H31N2", "method": "ωB97M-V/def2-TZVPD", "orbital_gap_ev": 8.20, "e_tot_ha": -1004.23133, "charge": 1, "max_force_ev_per_a": 4.9, "smiles": "CCC[NH+](CCC)[C@H](c1ccc(C)cc1)c1c(C)[nH]c2ccccc12", "elements": ["C", "C", "C", "N", "C", "C", "C", "C", "C", "C", "C", "C", "C", "C", "C", "C", "C", "C", "N", "C", "C", "C", "C", "C", "C", "H", "H", "H", "H", "H", "H", "H", "H", "H", "H", "H", "H", "H", "H", "H", "H", "H", "H", "H", "H", "H", "H", "H", "H", "H", "H", "H", "H", "H", "H", "H"], "coordinates": [[1.5680, 6.5009, 3.3067], [1.1808, 5.0124, 3.1908], [1.4437, 4.2694, 4.4525], [1.4205, 2.6860, 4.4415], [1.5376, 2.4265, 5.9515], [1.3933, 1.0235, 6.4187], [1.7148, 0.8685, 7.9160], [0.5060, 1.6728, 3.6159], [1.0310, 0.2224, 3.1449], [1.2316, -0.2367, 1.7986], [2.1424, -1.2844, 1.5029], [2.7247, -2.0457, 2.5129], [3.8196, -3.0417, 2.2186], [2.2070, -1.8460, 3.7881], [1.2606, -0.8370, 4.0417], [-0.0731, 2.2997, 2.3701], [-1.3818, 2.6634, 2.0401], [-2.6557, 2.4627, 2.7309], [-1.3564, 3.4425, 0.8968], [-0.0480, 3.4662, 0.3776], [0.4996, 4.2564, -0.6199], [1.8818, 4.1490, -0.8303], [2.6708, 3.2904, -0.0534], [2.1269, 2.5604, 1.0140], [0.7654, 2.6826, 1.2615], [1.3280, 7.0230, 2.3741], [0.9728, 6.9347, 4.1163], [2.6309, 6.6360, 3.5249], [0.0957, 4.9803, 2.9572], [1.7329, 4.5177, 2.3791], [2.4471, 4.5355, 4.7597], [0.8111, 4.6369, 5.2510], [2.3677, 2.4496, 4.0342], [2.5322, 2.7668, 6.2364], [0.8589, 3.0954, 6.4840], [0.3553, 0.6904, 6.2537], [2.0879, 0.4193, 5.8293], [1.5254, -0.1737, 8.2215], [2.7634, 1.1121, 8.1408], [1.0568, 1.5350, 8.4934], [-0.4288, 1.4026, 4.3120], [0.8285, 0.2594, 0.8954], [2.4425, -1.4756, 0.4620], [4.2430, -3.4551, 3.1395], [3.4585, -3.8954, 1.6312], [4.6521, -2.6074, 1.6459], [2.5729, -2.4555, 4.6198], [0.8245, -0.8069, 5.0455], [-2.5924, 1.5372, 3.3117], [-2.8287, 3.3031, 3.4243], [-3.5344, 2.3727, 2.0660], [-2.1448, 3.9674, 0.5158], [-0.1636, 4.9397, -1.1672], [2.3532, 4.7514, -1.5977], [3.7344, 3.2009, -0.2680], [2.7165, 1.8588, 1.6236]], "atomic_forces_ev_per_a": [[-0.2, -0.5, 0.2], [-0.7, 0.2, -1.3], [-0.3, -0.1, -0.4], [2.0, -0.7, 0.0], [0.3, 0.3, 0.3], [0.0, -0.6, 0.3], [-0.2, 0.1, -0.2], [-4.6, -1.8, -0.2], [0.3, -0.7, -0.1], [1.2, 0.8, -0.6], [-0.8, 0.5, 0.1], [0.1, 0.2, 0.0], [0.2, -0.2, 0.1], [-0.5, -0.1, 0.1], [1.0, 0.5, 1.0], [-0.3, 0.2, -0.3], [1.5, 0.9, -0.3], [-0.7, -0.2, 0.9], [0.9, -0.4, -0.4], [-0.1, -0.1, 1.3], [0.2, 0.0, -0.2], [-0.6, 0.1, 0.1], [0.0, -0.4, 0.6], [0.5, 0.1, -0.5], [-1.1, 1.0, -0.5], [0.1, -0.1, 0.2], [0.2, 0.2, -0.1], [-0.1, 0.0, 0.0], [0.6, -0.2, -0.1], [-0.2, 0.5, 0.1], [0.4, -0.5, 0.2], [-0.4, -0.4, 0.1], [-1.1, 0.3, 0.6], [0.1, 0.2, -0.2], [-0.3, -0.1, -0.4], [0.5, -0.1, 0.0], [-0.2, -0.1, 0.3], [0.1, 0.5, 0.0], [-0.3, 0.0, -0.1], [0.3, -0.3, 0.0], [2.2, 0.9, -1.1], [0.3, 0.0, 1.0], [-0.5, 0.1, 0.5], [-0.1, 0.1, -0.1], [-0.1, 0.2, 0.1], [-0.3, 0.1, 0.2], [-0.4, 0.0, -0.3], [0.4, 0.0, -0.6], [-0.2, 0.2, 0.0], [-0.2, -0.3, -0.1], [0.6, 0.1, 0.2], [0.4, -0.6, 0.2], [0.6, -0.3, 0.0], [-0.1, -0.1, 0.0], [-0.2, 0.0, 0.0], [0.0, 0.6, -0.4]]}

(2)
{"formula": "C23H31N3O2S", "method": "ωB97M-V/def2-TZVPD", "orbital_gap_ev": 7.86, "e_tot_ha": -1608.01248, "charge": 0, "max_force_ev_per_a": 0.8, "smiles": "C[C@H](C(=O)NC(C)(C)C)N(Cc1cccs1)C(=O)CCN1CCc2ccccc21", "elements": ["C", "C", "C", "O", "N", "C", "C", "C", "C", "N", "C", "C", "C", "C", "C", "S", "C", "O", "C", "C", "N", "C", "C", "C", "C", "C", "C", "C", "C", "H", "H", "H", "H", "H", "H", "H", "H", "H", "H", "H", "H", "H", "H", "H", "H", "H", "H", "H", "H", "H", "H", "H", "H", "H", "H", "H", "H", "H", "H", "H"], "coordinates": [[-2.0619, 1.0381, 3.0220], [-1.2106, 0.7417, 1.7841], [-1.9372, 1.2830, 0.5438], [-3.1038, 1.0152, 0.3182], [-1.1858, 2.1010, -0.2097], [-1.6674, 2.8865, -1.3516], [-2.1186, 1.9492, -2.4745], [-2.8380, 3.7635, -0.8981], [-0.5073, 3.7647, -1.8163], [-0.9139, -0.6827, 1.6718], [-2.0198, -1.5800, 1.3790], [-1.8603, -2.3219, 0.0900], [-1.7474, -1.8049, -1.1627], [-1.6330, -2.7952, -2.1654], [-1.6708, -4.0536, -1.6625], [-1.8439, -4.0581, 0.0483], [0.3351, -1.0726, 2.0406], [1.1837, -0.2584, 2.3647], [0.6666, -2.5498, 2.0462], [1.5042, -2.9467, 0.8039], [2.6253, -2.1031, 0.5318], [3.7196, -2.0098, 1.4892], [4.5947, -0.8504, 0.9871], [3.6959, -0.1596, 0.0011], [3.8711, 1.0217, -0.6745], [2.8960, 1.4310, -1.5811], [1.7771, 0.6470, -1.7934], [1.5831, -0.5425, -1.1061], [2.5519, -0.9448, -0.2004], [-1.5990, 0.6004, 3.9030], [-2.1384, 2.1134, 3.1628], [-3.0658, 0.6374, 2.9038], [-0.2373, 1.2303, 1.8920], [-0.2055, 2.1892, 0.0099], [-2.4595, 2.5265, -3.3297], [-1.2963, 1.3112, -2.7912], [-2.9382, 1.3270, -2.1251], [-2.5256, 4.4224, -0.0909], [-3.1928, 4.3686, -1.7276], [-3.6532, 3.1397, -0.5438], [-0.8127, 4.3611, -2.6719], [0.3458, 3.1562, -2.1060], [-0.1987, 4.4395, -1.0206], [-2.9137, -0.9548, 1.2962], [-2.1726, -2.2884, 2.2010], [-1.7628, -0.7495, -1.3615], [-1.5306, -2.5748, -3.2130], [-1.6129, -4.9872, -2.1852], [-0.2116, -3.1881, 2.0911], [1.2708, -2.7251, 2.9390], [1.8688, -3.9692, 0.9588], [0.8639, -2.9473, -0.0799], [4.2570, -2.9628, 1.5256], [3.3325, -1.7842, 2.4898], [4.9006, -0.1900, 1.7979], [5.4957, -1.2154, 0.4869], [4.7515, 1.6257, -0.5086], [3.0218, 2.3567, -2.1237], [1.0364, 0.9559, -2.5182], [0.6982, -1.1330, -1.2866]], "atomic_forces_ev_per_a": [[0.2, -0.1, -0.2], [0.0, 0.3, 0.2], [0.6, -0.1, 0.4], [-0.4, -0.1, -0.1], [0.3, 0.3, -0.2], [-0.3, 0.1, -0.2], [0.0, 0.1, 0.2], [0.1, -0.2, 0.0], [-0.2, -0.2, 0.1], [-0.2, 0.3, -0.2], [-0.2, -0.2, 0.1], [-0.1, -0.5, -0.1], [-0.1, 0.0, 0.3], [0.0, -0.1, -0.1], [0.0, -0.2, 0.3], [0.0, 0.6, -0.4], [0.0, -0.3, 0.2], [0.3, 0.0, 0.2], [0.3, 0.1, -0.1], [-0.2, 0.0, 0.0], [0.2, -0.2, 0.1], [0.1, -0.2, 0.3], [0.1, 0.0, 0.0], [-0.1, 0.0, 0.0], [-0.1, -0.1, 0.1], [0.0, 0.2, -0.2], [0.0, 0.1, -0.1], [-0.1, -0.2, 0.1], [0.2, 0.4, -0.4], [0.1, 0.0, 0.1], [-0.1, 0.1, 0.1], [-0.1, 0.0, 0.0], [-0.3, -0.1, -0.1], [0.0, -0.1, 0.1], [0.0, 0.1, -0.1], [0.1, -0.1, -0.1], [-0.1, -0.1, 0.0], [0.0, 0.1, 0.1], [0.0, 0.1, -0.1], [-0.1, 0.0, 0.0], [0.0, 0.0, -0.1], [0.1, -0.1, 0.0], [0.1, 0.1, 0.1], [0.1, -0.2, 0.1], [0.0, 0.1, 0.0], [0.0, 0.3, 0.0], [0.0, 0.0, -0.2], [0.0, -0.2, -0.2], [0.0, 0.0, 0.1], [-0.1, 0.1, 0.0], [-0.1, 0.1, -0.1], [0.0, -0.1, 0.0], [0.0, 0.1, 0.1], [0.0, 0.0, 0.0], [0.0, 0.0, 0.0], [0.0, 0.0, 0.0], [0.1, 0.1, 0.0], [0.0, 0.1, -0.1], [-0.1, 0.0, -0.1], [-0.1, -0.1, 0.0]]}

(3)
{"formula": "C23H31N3O3", "method": "ωB97M-V/def2-TZVPD", "orbital_gap_ev": 8.59, "e_tot_ha": -1285.00292, "charge": 0, "max_force_ev_per_a": 0.6, "smiles": "COc1ccc(C(=O)N(C)Cc2ccccn2)cc1OC1CCN(C(C)C)CC1", "elements": ["C", "O", "C", "C", "C", "C", "C", "O", "N", "C", "C", "C", "C", "C", "C", "C", "N", "C", "C", "O", "C", "C", "C", "N", "C", "C", "C", "C", "C", "H", "H", "H", "H", "H", "H", "H", "H", "H", "H", "H", "H", "H", "H", "H", "H", "H", "H", "H", "H", "H", "H", "H", "H", "H", "H", "H", "H", "H", "H", "H"], "coordinates": [[2.1418, 4.7261, -0.0494], [1.2999, 3.6431, -0.3513], [1.8721, 2.4488, -0.6687], [3.2331, 2.2010, -0.6959], [3.7127, 0.9397, -1.0136], [2.8333, -0.0933, -1.2819], [3.3886, -1.4317, -1.6442], [4.1419, -1.5707, -2.5918], [3.0329, -2.4808, -0.8552], [3.5010, -3.8038, -1.2026], [2.2171, -2.3772, 0.3378], [2.5951, -1.2212, 1.2287], [3.9201, -0.9768, 1.5757], [4.2008, 0.1075, 2.3869], [3.1533, 0.9005, 2.8307], [1.8670, 0.5560, 2.4506], [1.5931, -0.4782, 1.6753], [1.4622, 0.1534, -1.2888], [0.9661, 1.4092, -0.9863], [-0.3421, 1.7691, -0.9812], [-1.3468, 0.7704, -1.0147], [-1.4774, 0.0485, 0.3252], [-2.6459, -0.9267, 0.2599], [-3.8873, -0.2176, 0.0019], [-5.0499, -1.0821, 0.2302], [-6.3196, -0.6150, -0.4794], [-5.3338, -1.1245, 1.7354], [-3.8129, 0.4379, -1.2909], [-2.6760, 1.4586, -1.3053], [2.7897, 4.9832, -0.8941], [1.4785, 5.5635, 0.1617], [2.7603, 4.5238, 0.8322], [3.9382, 2.9844, -0.4682], [4.7757, 0.7566, -1.0371], [2.6565, -4.4761, -1.3701], [4.1326, -4.2129, -0.4103], [4.0837, -3.7192, -2.1182], [2.3530, -3.3052, 0.9031], [1.1519, -2.2916, 0.0946], [4.7073, -1.6132, 1.2018], [5.2194, 0.3317, 2.6685], [3.3311, 1.7592, 3.4589], [1.0096, 1.1307, 2.7742], [0.7914, -0.6496, -1.5467], [-1.1403, 0.0487, -1.8195], [-1.6780, 0.7947, 1.0947], [-0.5521, -0.4667, 0.5885], [-2.7244, -1.4513, 1.2123], [-2.4515, -1.6837, -0.5267], [-4.8293, -2.1087, -0.1222], [-7.1466, -1.2514, -0.1724], [-6.2295, -0.6853, -1.5601], [-6.5565, 0.4092, -0.2028], [-6.1880, -1.7657, 1.9380], [-5.5535, -0.1204, 2.0872], [-4.4849, -1.5038, 2.2959], [-4.7436, 0.9709, -1.4781], [-3.6554, -0.2904, -2.1103], [-2.6361, 1.9562, -2.2749], [-2.8499, 2.2119, -0.5375]], "atomic_forces_ev_per_a": [[0.2, 0.2, 0.1], [-0.1, -0.4, -0.1], [-0.3, 0.0, 0.0], [-0.1, 0.2, 0.0], [-0.1, -0.3, -0.1], [0.1, 0.5, -0.3], [0.0, 0.1, -0.1], [0.2, 0.1, -0.1], [0.0, -0.3, 0.1], [0.1, -0.1, -0.3], [-0.2, 0.1, 0.0], [0.2, -0.1, 0.3], [-0.1, 0.0, 0.2], [-0.1, -0.1, 0.0], [0.0, 0.0, 0.0], [0.2, 0.2, 0.2], [-0.2, -0.4, -0.1], [-0.1, 0.1, -0.1], [0.2, 0.2, 0.0], [0.1, 0.2, 0.0], [-0.5, -0.2, 0.2], [0.2, -0.2, -0.4], [0.2, 0.2, 0.2], [-0.1, -0.1, -0.1], [-0.2, 0.0, 0.2], [0.3, -0.2, 0.0], [0.1, -0.2, -0.3], [0.1, 0.2, 0.0], [0.3, -0.2, -0.2], [0.0, 0.0, 0.0], [0.1, 0.0, 0.0], [0.0, 0.0, 0.0], [0.0, 0.1, 0.0], [0.1, 0.0, 0.0], [0.0, 0.0, 0.0], [0.0, 0.0, 0.0], [-0.1, -0.1, 0.1], [0.0, 0.1, -0.1], [0.1, 0.0, 0.1], [0.1, -0.1, -0.1], [0.1, 0.0, 0.0], [0.0, 0.1, 0.1], [0.0, 0.1, 0.1], [-0.2, -0.1, 0.0], [0.0, 0.1, 0.1], [0.0, 0.1, 0.1], [0.0, 0.0, 0.0], [0.0, -0.1, -0.1], [-0.1, 0.0, 0.1], [0.0, 0.1, 0.0], [-0.1, 0.0, 0.0], [-0.1, 0.1, -0.1], [-0.1, 0.2, 0.0], [-0.1, -0.1, 0.1], [0.0, 0.1, 0.0], [0.1, 0.0, 0.1], [0.0, -0.1, -0.1], [-0.1, 0.0, 0.0], [0.0, 0.0, 0.0], [0.0, 0.1, 0.0]]}

(4)
{"formula": "C23H31N3O3S", "method": "ωB97M-V/def2-TZVPD", "orbital_gap_ev": 8.97, "e_tot_ha": -1683.24076, "charge": 0, "max_force_ev_per_a": 0.9, "smiles": "CCCC(O)(CCC)C(=O)NN(C(=O)Nc1csc2c1CCCC2)c1ccccc1", "elements": ["C", "C", "C", "C", "O", "C", "C", "C", "C", "O", "N", "N", "C", "O", "N", "C", "C", "S", "C", "C", "C", "C", "C", "C", "C", "C", "C", "C", "C", "C", "H", "H", "H", "H", "H", "H", "H", "H", "H", "H", "H", "H", "H", "H", "H", "H", "H", "H", "H", "H", "H", "H", "H", "H", "H", "H", "H", "H", "H", "H", "H"], "coordinates": [[1.1248, 2.2511, 4.3507], [-0.3545, 1.9190, 4.1965], [-0.7237, 0.4974, 4.6230], [-0.1661, -0.6598, 3.7637], [-1.1846, -1.6541, 3.7658], [1.1565, -1.2153, 4.3132], [1.6164, -2.4920, 3.6060], [3.0346, -2.8641, 4.0214], [0.0495, -0.1860, 2.3167], [1.1047, 0.1710, 1.8502], [-1.1199, -0.1794, 1.6046], [-1.0551, -0.2633, 0.2105], [-0.7353, -1.5318, -0.2503], [-0.4953, -2.4394, 0.5248], [-0.7705, -1.7252, -1.5989], [-1.3577, -0.9144, -2.5759], [-2.5434, -0.2582, -2.4384], [-2.9213, 0.6832, -3.8244], [-1.4786, 0.1543, -4.6248], [-0.7522, -0.6930, -3.8495], [0.5498, -1.2790, -4.2993], [0.7230, -1.1036, -5.8077], [0.3845, 0.3263, -6.2221], [-1.1029, 0.6018, -5.9942], [-0.7650, 0.9492, -0.4541], [0.3273, 1.0708, -1.3042], [0.5517, 2.2634, -1.9644], [-0.2892, 3.3450, -1.7621], [-1.3493, 3.2366, -0.8783], [-1.5907, 2.0431, -0.2242], [1.7156, 1.7137, 3.6151], [1.2845, 3.3161, 4.1967], [1.4748, 1.9918, 5.3475], [-0.6525, 2.0859, 3.1593], [-0.9369, 2.6033, 4.8194], [-0.4133, 0.3395, 5.6574], [-1.8110, 0.3962, 4.5899], [-0.8770, -2.4027, 3.2364], [1.9193, -0.4480, 4.1896], [1.0351, -1.4174, 5.3796], [1.5848, -2.3452, 2.5245], [0.9483, -3.3201, 3.8571], [3.0925, -3.0087, 5.0985], [3.3445, -3.7853, 3.5334], [3.7302, -2.0762, 3.7420], [-1.8919, -0.6846, 2.0316], [-0.4422, -2.6354, -1.8919], [-3.2037, -0.2493, -1.5958], [0.5971, -2.3395, -4.0376], [1.3673, -0.7764, -3.7726], [1.7494, -1.3443, -6.0892], [0.0589, -1.7935, -6.3327], [0.6302, 0.4833, -7.2732], [0.9768, 1.0233, -5.6262], [-1.3227, 1.6643, -6.1168], [-1.6989, 0.0579, -6.7348], [1.0006, 0.2375, -1.4312], [1.3969, 2.3533, -2.6307], [-0.1104, 4.2744, -2.2814], [-1.9967, 4.0826, -0.7024], [-2.4171, 1.9497, 0.4643]], "atomic_forces_ev_per_a": [[-0.2, 0.1, -0.1], [0.2, -0.1, 0.2], [-0.1, 0.0, -0.2], [0.4, 0.3, 0.4], [-0.2, -0.2, 0.1], [-0.2, -0.1, -0.4], [0.1, 0.2, 0.1], [-0.2, -0.1, -0.1], [0.0, -0.1, 0.1], [0.2, -0.1, -0.1], [-0.6, -0.1, -0.4], [0.0, 0.0, 0.8], [0.0, -0.3, 0.2], [0.1, -0.2, 0.0], [0.3, -0.3, -0.2], [-0.8, 0.2, -0.3], [0.0, 0.0, -0.4], [0.5, -0.3, 0.1], [-0.4, 0.0, 0.3], [0.0, 0.1, 0.0], [0.0, 0.0, -0.1], [0.2, 0.1, 0.1], [-0.2, -0.1, -0.1], [0.1, 0.1, -0.2], [0.2, 0.7, -0.1], [-0.1, 0.0, 0.2], [0.0, 0.0, 0.0], [0.0, 0.1, -0.1], [0.0, 0.0, 0.0], [0.1, -0.2, 0.0], [0.1, 0.0, 0.0], [0.1, 0.1, 0.0], [0.1, 0.0, 0.1], [-0.1, 0.1, 0.0], [-0.1, 0.0, -0.1], [0.0, -0.1, 0.0], [0.0, 0.0, 0.0], [0.0, 0.0, 0.0], [0.0, 0.0, 0.1], [0.0, 0.1, 0.0], [-0.1, -0.1, 0.0], [0.0, 0.0, -0.1], [0.1, 0.0, 0.1], [0.1, -0.1, 0.0], [0.1, 0.1, 0.0], [0.3, 0.1, -0.2], [0.0, 0.1, 0.2], [-0.1, 0.0, 0.2], [0.1, 0.0, 0.0], [0.1, -0.1, 0.0], [0.0, -0.1, 0.0], [0.0, -0.1, 0.0], [0.0, 0.1, 0.0], [0.1, 0.1, 0.0], [0.0, 0.0, -0.1], [0.0, 0.1, 0.0], [0.1, -0.1, 0.0], [0.1, 0.0, -0.1], [0.0, 0.1, 0.0], [-0.1, 0.1, 0.0], [-0.1, 0.0, 0.1]]}